[1]
# C4H7N3

One molecule with the formula C4H7N3 (the ωB97M-V functional and the def2-TZVPD basis, the Open Molecules 2025 dataset).

Its SMILES is [H]/N=C(\C#N)NCC. The energy relative to the best compared isomer or geometry (same formula, charge and spin) is 60.5 kJ/mol. As for the total energy: -8731.052 eV. Its charge is 0. The value obtained for the orbital gap is 0.378 Ha.

```
14
Properties=species:S:1:pos:R:3:forces:R:3
H -2.76167 -1.84811 -0.52692 0.15 0.25 0.09
N -2.53356 -0.88854 -0.26310 0.52 -0.06 0.04
C -1.27010 -0.69855 -0.17280 -0.26 -0.03 -0.10
C -0.32347 -1.77601 -0.49257 0.33 -0.99 -0.39
N 0.30093 -2.70339 -0.79505 -0.65 1.03 0.35
N -0.74398 0.49343 0.26194 -0.18 -0.27 -0.05
C 0.51580 1.07464 -0.21047 0.20 0.03 -0.12
C 1.77369 0.29875 0.17504 0.04 0.05 0.01
H -1.49567 1.15961 0.36770 0.01 0.05 0.09
H 0.48967 1.22671 -1.29731 -0.01 -0.07 0.05
H 0.56573 2.07195 0.23871 -0.02 -0.18 -0.07
H 1.78594 -0.72181 -0.21005 -0.01 0.21 0.04
H 1.88769 0.25613 1.26107 -0.01 0.02 -0.10
H 2.64247 0.80924 -0.25395 -0.12 -0.02 0.14
```
Forces are in eV/Å.

---

[2]
# C2H6O2Si2

One molecule with the formula C2H6O2Si2 (the ωB97M-V functional and the def2-TZVPD basis, the Open Molecules 2025 dataset).

The energy relative to the best compared isomer or geometry (same formula, charge and spin) is 0.0 kJ/mol. As for the total energy: -22023.174 eV. Its charge is 0. The value obtained for the orbital gap is 0.395 Ha.

```
12
Properties=species:S:1:pos:R:3:forces:R:3
C 2.50509 0.19340 0.00512 3.40 -1.92 -0.37
C 1.27187 0.18829 0.46389 -0.42 -0.24 -0.53
O -1.23425 -1.01176 0.09028 -0.79 -1.98 1.27
O -1.29573 1.28063 -0.40593 0.67 -1.09 -0.28
Si -2.38281 0.19554 0.26496 2.30 -0.31 0.83
Si -0.14281 -0.12220 -0.65860 -0.74 2.50 2.14
H 3.50922 0.30182 0.60533 -2.26 0.00 -0.86
H 2.71802 -0.33735 -0.99230 -0.38 1.65 0.99
H 0.99189 0.21873 1.50149 0.21 0.80 0.48
H -3.23082 -0.31908 -0.66984 -2.58 -0.15 -1.57
H -2.89067 0.14410 1.67353 0.15 0.72 -0.42
H 0.18099 -0.73214 -1.87792 0.42 0.01 -1.67
```
Forces are in eV/Å.

---

charge of number 1 (C4H7N3)?
0

---

What is the formula in the first record?
C4H7N3